This record from OMol25 describes a structure of composition C46H42N7O4PPdS2. The level of theory is ωB97M-V/def2-TZVPD.

Output
* relative energy (zero: lowest compared OMol25 entry of this formula, charge and spin): 39.9 kJ/mol
* expectation value of S²: 6.082
* orbital gap (alpha / beta): 5.74 / 3.82 eV

Geometry as ORCA input:
```
! wB97M-V def2-TZVPD RIJCOSX def2/J DEFGRID3
* xyz 2 5
Pd 0.4383 -0.8746 0.3554
C -0.7011 1.1594 3.8469
C -0.6605 0.1322 4.7911
C 0.1561 -0.9564 4.5735
C 0.8964 -1.0426 3.3815
N 0.8309 -0.0601 2.4654
C 0.0747 1.0221 2.7236
N 1.7176 -2.1485 3.2478
C 2.2299 -2.5750 2.1455
N 2.0002 -2.1558 0.8501
C 2.5199 -3.0657 -0.0229
N 2.3678 -3.1452 -1.3027
C 1.7753 -2.1756 -2.0733
C 1.5148 -2.5883 -3.4318
C 0.6747 -1.8066 -4.2281
C 0.3857 -0.5343 -3.8308
C 1.1461 0.0111 -2.6690
N 1.4318 -0.9754 -1.6510
C 3.2437 -4.1029 0.7528
C 3.9375 -5.2285 0.3528
C 4.4816 -6.0256 1.3561
C 4.3308 -5.6983 2.7042
C 3.6207 -4.5677 3.0970
C 3.0817 -3.7859 2.0936
H -1.2931 2.0503 4.0007
H -1.2429 0.2006 5.7009
H 0.2570 -1.7492 5.3007
H 0.0966 1.7844 1.9541
H 1.8573 -3.5677 -3.7285
H 0.2627 -2.2078 -5.1442
H -0.2634 0.1262 -4.3883
H 2.1212 0.3754 -3.0380
H 4.0577 -5.4688 -0.6947
H 5.0474 -6.9083 1.0886
H 4.7876 -6.3314 3.4537
H 3.4981 -4.3018 4.1384
S -2.8101 3.5630 -2.2169
C -3.6787 5.0245 -2.2648
C -4.5474 5.1487 -1.2170
C -4.5135 4.0291 -0.3613
C -3.6092 3.0756 -0.7669
C -3.3089 1.8150 -0.1160
C -2.0338 1.2101 -0.3187
N -1.6733 0.0703 0.2073
C -2.5750 -0.5916 0.9901
C -3.8446 -0.0632 1.2858
C -4.7437 -0.8027 2.1304
C -4.4099 -2.0126 2.6198
C -3.1374 -2.5985 2.2996
C -2.7585 -3.8589 2.7337
C -1.5089 -4.3851 2.3710
C -0.6708 -3.5700 1.5552
N -1.0107 -2.3826 1.1538
C -2.2253 -1.8716 1.4949
C -1.0496 -5.6574 2.7989
C -1.7390 -6.6018 3.5917
C -1.0023 -7.7393 3.8314
C 0.2592 -7.6799 3.2316
S 0.5401 -6.2493 2.3882
C -4.1982 1.1657 0.7155
H -3.5185 5.7199 -3.0732
H -5.1824 6.0088 -1.0689
H -5.1126 3.9396 0.5340
H -1.2916 1.7215 -0.9139
H -5.7061 -0.3646 2.3614
H -5.0926 -2.5652 3.2519
H -3.4377 -4.4261 3.3566
H 0.3085 -3.9219 1.2493
H -2.7402 -6.4406 3.9611
H -1.3358 -8.5878 4.4091
H 1.0226 -8.4433 3.2743
H -5.1815 1.5771 0.9049
C 0.2855 4.0520 -5.5584
C 1.3871 3.6042 -4.6165
C 2.3478 4.7350 -4.3020
C 2.1262 2.3930 -5.1587
O 0.6487 3.2323 -3.3837
P 1.2146 2.5590 -2.0829
O 2.6715 2.4990 -1.9661
O 0.4841 1.1072 -2.0493
O 0.3817 3.1832 -0.9047
C 0.7231 4.4100 -0.1527
C -0.5152 4.6831 0.6822
C 0.9816 5.5466 -1.1255
C 1.9394 4.1234 0.7064
H 0.7164 4.3738 -6.5062
H -0.2629 4.8903 -5.1277
H -0.4112 3.2358 -5.7535
H 2.8874 5.0042 -5.2105
H 3.0775 4.4259 -3.5542
H 1.8098 5.6165 -3.9544
H 2.6019 2.6570 -6.1032
H 1.4365 1.5719 -5.3563
H 2.9042 2.0696 -4.4670
H -1.3756 4.8835 0.0420
H -0.3439 5.5534 1.3152
H -0.7459 3.8343 1.3287
H 0.1537 5.6423 -1.8283
H 1.9077 5.3841 -1.6757
H 1.0799 6.4827 -0.5754
H 1.7505 3.2969 1.3924
H 2.1722 5.0075 1.3007
H 2.8021 3.8738 0.0902
*
```



This record from OMol25 describes a cluster of 12 separate species, C20H64O20S4 in total at a distorted geometry. The level of theory is ωB97M-V/def2-TZVPD.

Output
* SMILES string: CCOS(C)(=O)=O.CCOS(C)(=O)=O.CCOS(C)(=O)=O.CCOS(C)(=O)=O.CO.CO.CO.CO.CO.CO.CO.CO
* relative energy (zero: lowest compared OMol25 entry of this formula, charge and spin): 22.9 kJ/mol
* orbital gap: 10.69 eV

Geometry as ORCA input:
```
! wB97M-V def2-TZVPD RIJCOSX def2/J DEFGRID3
* xyz 0 1
O 3.4051 -3.1250 -2.2725
S 3.0600 -1.9512 -1.5927
O 2.3633 -0.9933 -2.3782
O 2.1271 -2.3907 -0.3500
C 0.8713 -3.0478 -0.6744
C 1.0603 -4.5550 -0.9800
C 4.4291 -1.1472 -0.7741
H 0.3558 -2.5027 -1.4746
H 0.2939 -2.8908 0.2345
H 1.3773 -5.1292 -0.1370
H 1.9158 -4.7344 -1.6165
H 0.1371 -4.8923 -1.4932
H 4.8091 -1.8441 0.0477
H 4.1365 -0.1713 -0.4205
H 5.1195 -0.9596 -1.5644
O 0.5420 4.0502 -3.5642
S -0.4760 3.5636 -4.4545
O -1.1585 4.4389 -5.3477
O 0.0868 2.3804 -5.4379
C 0.7741 1.2713 -4.8024
C 1.3411 0.4009 -5.8314
C -1.6759 2.6352 -3.4551
H -0.0094 0.6563 -4.2968
H 1.4740 1.6980 -4.0050
H 1.8317 -0.4317 -5.3195
H 2.1241 0.9484 -6.3949
H 0.5476 0.0585 -6.4705
H -1.1494 2.0642 -2.6665
H -2.1569 1.9549 -4.1692
H -2.4909 3.3287 -3.2272
O -1.2061 -1.0330 -2.3966
S -2.5813 -1.3595 -2.1230
O -3.6077 -0.6516 -2.7393
O -2.8078 -2.9348 -2.2659
C -2.3728 -3.4334 -3.5728
C -2.9744 -4.8091 -3.8049
C -2.7355 -1.2342 -0.2837
H -1.2675 -3.5133 -3.5912
H -2.6193 -2.7774 -4.3421
H -2.7670 -5.4720 -2.9140
H -2.4330 -5.3383 -4.5962
H -4.0061 -4.8302 -4.0025
H -1.9112 -1.8723 0.0517
H -3.6564 -1.6260 0.0133
H -2.7091 -0.2684 0.1282
O -1.2964 -3.8521 1.8580
S -0.5599 -3.8481 3.0844
O -1.3849 -4.0741 4.2426
O 0.5335 -5.0646 2.9896
C 0.0400 -6.3824 2.6013
C 1.0199 -7.5261 2.7047
C 0.5008 -2.4480 3.2653
H -0.3391 -6.3044 1.5940
H -0.8297 -6.5939 3.2473
H 1.3133 -7.6482 3.7656
H 1.8214 -7.3351 2.0306
H 0.4879 -8.4335 2.4315
H -0.0864 -1.7792 3.8238
H 0.8945 -2.1271 2.3416
H 1.3439 -2.7015 3.9390
C -0.3801 2.8111 4.8315
O -1.3665 2.6554 3.7767
H 0.6065 2.8997 4.3863
H -0.5424 3.6079 5.5311
H -0.4487 1.8583 5.3399
H -1.1942 3.1790 2.9966
C -2.6640 -0.5170 3.1343
O -1.3728 0.0485 3.1414
H -3.1678 -0.3874 4.1014
H -3.2885 -0.0463 2.3672
H -2.5300 -1.5762 2.9336
H -1.4806 1.0243 3.1939
C 1.6687 5.6566 2.7923
O 1.2860 4.5680 2.0185
H 1.5539 5.5154 3.8455
H 2.6772 6.0148 2.5767
H 1.0956 6.5514 2.4750
H 1.8929 4.3623 1.2735
C -1.6785 5.1397 0.2363
O -1.3600 4.4136 1.4170
H -2.7165 5.4042 0.3005
H -1.0478 6.0162 0.0126
H -1.6477 4.4602 -0.6065
H -0.4125 4.5630 1.6340
C 0.2104 1.0310 -0.2041
O 0.7422 0.6496 1.1054
H -0.4216 0.2384 -0.6053
H -0.2503 2.0007 -0.1147
H 1.0333 1.0645 -0.9034
H 0.0789 0.3186 1.7452
C -3.9021 2.1734 1.2182
O -2.8739 1.9596 0.2808
H -4.7224 2.7924 0.7802
H -4.3312 1.2233 1.5245
H -3.6196 2.7503 2.0817
H -2.3164 2.7058 0.3591
C 3.9549 1.2375 2.4035
O 3.4484 1.3025 1.0921
H 5.0379 1.4879 2.4237
H 3.3822 1.8749 3.0185
H 3.8682 0.1993 2.8082
H 2.5071 1.0892 1.0964
C 2.4417 4.1733 -1.3748
O 2.8733 3.9726 -0.0643
H 2.3330 3.2886 -1.9221
H 1.4769 4.6347 -1.2508
H 3.1179 4.8758 -1.8396
H 3.5798 3.3212 0.0406
*
```



This record from OMol25 describes a structure of composition C27H41Ge2O4RuS at a distorted geometry. The level of theory is ωB97M-V/def2-TZVPD.

Output
* relative energy (zero: lowest compared OMol25 entry of this formula, charge and spin): 110.0 kJ/mol
* orbital gap (alpha / beta): 5.25 / 5.26 eV

Geometry as ORCA input:
```
! wB97M-V def2-TZVPD RIJCOSX def2/J DEFGRID3
* xyz 3 1
Ru -0.7927 0.5219 -0.4218
C -1.6524 -0.4716 2.4638
O -1.6627 0.6299 1.5306
C -1.7474 1.9440 2.1171
C -0.5222 2.7050 1.7101
O -0.3402 2.6191 0.2867
C -1.0220 3.6574 -0.4581
H -2.6331 -0.5669 2.9249
H -0.8893 -0.3150 3.2253
H -1.4303 -1.3718 1.8973
H -1.7962 1.8721 3.2030
H -2.6609 2.4185 1.7580
H 0.3671 2.2672 2.1608
H -0.6065 3.7482 2.0165
H -0.5775 4.6187 -0.2070
H -2.0870 3.6722 -0.2325
H -0.8717 3.4512 -1.5105
C 0.1420 -3.5010 0.1457
Ge 1.6904 -2.8628 -0.8410
C 1.4495 -2.9647 -2.7489
C 3.4458 -3.2109 -0.1214
Ge 1.5578 -0.0949 0.0130
C 2.8165 0.9144 -1.0653
C 3.8252 0.3199 -1.8222
C 4.7608 1.1092 -2.4786
C 4.6772 2.4921 -2.4045
C 3.6798 3.0926 -1.6471
C 2.7411 2.3089 -0.9858
C 2.1088 0.0674 1.8282
C 2.9050 1.1502 2.2541
C 3.3832 1.1792 3.5500
C 3.0803 0.1386 4.4329
C 2.3140 -0.9486 4.0179
C 1.7994 -0.9691 2.7338
H -0.2386 -4.3805 -0.3812
H -0.6402 -2.7475 0.1720
H 0.4152 -3.7902 1.1598
H 1.9348 -3.8992 -3.0512
H 1.9174 -2.1460 -3.2942
H 0.3899 -3.0280 -2.9883
H 3.6000 -4.2846 -0.2914
H 3.4967 -2.9990 0.9444
H 4.2189 -2.6564 -0.6489
H 3.9009 -0.7591 -1.9026
H 5.5553 0.6443 -3.0471
H 5.3805 3.1053 -2.9515
H 3.6281 4.1711 -1.5702
H 1.9538 2.7873 -0.4116
H 3.1747 1.9421 1.5666
H 4.0068 2.0019 3.8756
H 3.4440 0.1766 5.4519
H 2.1206 -1.7677 4.6990
H 1.1737 -1.8003 2.4218
C -5.1540 1.2447 -1.7596
S -3.9285 1.0810 -0.4779
O -2.5973 1.2098 -1.2733
C -4.0494 -0.6620 -0.1347
C -3.4726 -1.5649 -1.0249
C -3.6259 -2.9251 -0.7878
C -4.3307 -3.3623 0.3298
C -4.8817 -2.4467 1.2175
C -4.7445 -1.0828 0.9873
H -4.9804 0.4872 -2.5222
H -5.0718 2.2483 -2.1746
H -6.1294 1.1126 -1.2886
H -2.9747 -1.2109 -1.9214
H -3.2273 -3.6436 -1.4939
H -4.4693 -4.4227 0.4982
H -5.4258 -2.7927 2.0864
H -5.1934 -0.3620 1.6626
C 0.0082 1.5167 -3.2525
O -0.0955 0.2765 -2.4744
H -0.9300 2.0642 -3.2086
H 0.2510 1.2716 -4.2830
H 0.8202 2.0883 -2.8176
H -0.6818 -0.3161 -2.9647
*
```



This record from OMol25 describes a structure of composition C42H32I2IrN4O2P at a distorted geometry. The level of theory is ωB97M-V/def2-TZVPD.

Output
* relative energy (zero: lowest compared OMol25 entry of this formula, charge and spin): 0.0 kJ/mol
* expectation value of S²: 0.771
* orbital gap (alpha / beta): 6.20 / 4.85 eV

Geometry as ORCA input:
```
! wB97M-V def2-TZVPD RIJCOSX def2/J DEFGRID3
* xyz 3 2
Ir 0.1574 -0.1935 0.1343
C 1.4275 2.7984 -3.2894
C 0.0372 2.3155 -3.4462
N -0.7153 2.7364 -4.4340
C -1.9792 2.3454 -4.5404
C -2.6422 1.5487 -3.5535
C -4.0995 1.2519 -3.8741
O -4.2053 0.8356 -5.2126
C -1.8942 1.0502 -2.5073
C -2.5067 0.2489 -1.4710
N -1.9521 -0.4338 -0.5352
C -2.8030 -1.3085 0.2150
C -3.9213 -1.8988 -0.3826
C -4.7443 -2.7676 0.3122
C -4.4641 -3.0946 1.6305
C -3.3368 -2.5554 2.2332
C -2.5336 -1.6935 1.5113
I -0.8460 -0.9599 2.4966
C -0.4936 1.3336 -2.4856
O 0.3153 0.8122 -1.6830
H 1.6378 3.5574 -4.0372
H 2.1250 1.9629 -3.3993
H 1.5888 3.2084 -2.2894
H -2.5131 2.6506 -5.4324
H -4.6513 2.1921 -3.8028
H -4.5535 0.5432 -3.1826
H -4.1240 -0.1203 -5.2940
H -3.5911 0.2509 -1.4949
H -4.1328 -1.7072 -1.4276
H -5.6017 -3.2033 -0.1827
H -5.0934 -3.7788 2.1827
H -3.0820 -2.8206 3.2510
I 2.9045 -0.0237 0.4963
C 4.0721 -1.7003 -0.0591
C 5.3078 -1.6180 0.5132
C 6.3024 -2.5526 0.1836
C 6.0224 -3.5081 -0.7435
C 4.7432 -3.5948 -1.3465
C 4.5317 -4.5781 -2.3363
C 3.3120 -4.7312 -2.9244
C 2.2574 -3.9050 -2.5211
C 2.4126 -2.9141 -1.5728
P 0.7700 -2.1895 -1.1760
C -0.0837 -3.6264 -0.4666
C -0.8423 -4.5323 -1.2075
C -1.4324 -5.6157 -0.5712
C -1.2720 -5.8026 0.7942
C -0.4993 -4.9148 1.5311
C 0.0962 -3.8336 0.9018
C 0.0935 -1.8513 -2.8254
C -1.2574 -2.0357 -3.1194
C -1.7388 -1.7299 -4.3854
C -0.8925 -1.2055 -5.3518
C 0.4458 -0.9761 -5.0482
C 0.9356 -1.2916 -3.7905
C 3.6866 -2.7019 -0.9755
H 5.5426 -0.8258 1.2140
H 7.2785 -2.4837 0.6423
H 6.7817 -4.2193 -1.0421
H 5.3626 -5.2111 -2.6210
H 3.1441 -5.4918 -3.6739
H 1.2886 -4.0670 -2.9745
H -0.9524 -4.4254 -2.2775
H -2.0064 -6.3245 -1.1534
H -1.7350 -6.6488 1.2844
H -0.3588 -5.0668 2.5936
H 0.7217 -3.1560 1.4701
H -1.9252 -2.4470 -2.3730
H -2.7768 -1.9330 -4.6230
H -1.2664 -0.9824 -6.3429
H 1.1101 -0.5727 -5.8014
H 1.9792 -1.1153 -3.5585
N -1.3067 6.3330 3.7371
C -1.0335 5.3807 3.1569
C -0.6782 4.1894 2.4387
C -1.2008 3.9404 1.1726
C -0.8129 2.7902 0.5163
N 0.0313 1.8985 1.0518
C 0.5287 2.1425 2.2728
C 0.2109 3.2737 2.9948
H -1.8957 4.6259 0.7084
H -1.1831 2.5867 -0.4770
H 1.2113 1.4097 2.6859
H 0.6403 3.4373 3.9733
*
```



This record from OMol25 describes a cluster of 2 separate species, C9H14O in total at a distorted geometry. The level of theory is ωB97M-V/def2-TZVPD.

Output
* SMILES string: Cc1ccc(O)cc1.CC
* relative energy (zero: lowest compared OMol25 entry of this formula, charge and spin): 166.5 kJ/mol
* orbital gap: 9.01 eV

Geometry as ORCA input:
```
! wB97M-V def2-TZVPD RIJCOSX def2/J DEFGRID3
* xyz 0 1
C 1.0117 -2.2755 -0.9231
C 0.3953 -0.5235 0.5516
C 1.1337 -0.8286 -0.6098
C 0.3708 0.8210 0.9285
C 0.8394 1.7393 -0.0154
C 1.7153 0.0688 -1.4899
C 1.3579 1.4743 -1.2681
O 0.6291 3.0605 0.1748
H -0.3386 -1.1877 1.1061
H -0.1503 1.2374 1.7704
H -0.0233 -2.4354 -1.2129
H 1.5702 -2.7396 -1.6685
H 2.3768 -0.2504 -2.2396
H 0.0590 3.2354 0.9404
H 1.6408 2.2800 -1.9140
H 1.4343 -2.9416 -0.1008
C -2.8079 -0.8155 1.5934
C -3.0221 -1.9432 0.5136
H -2.5241 -1.2026 2.5666
H -2.1047 -0.0713 1.2097
H -3.6370 -0.0447 1.6307
H -2.1759 -2.6194 0.4175
H -3.8162 -2.5910 0.8340
H -3.3085 -1.4548 -0.4227
*
```



This record from OMol25 describes a cluster of 2 separate species, C4H14N3 in total at a distorted geometry. The level of theory is ωB97M-V/def2-TZVPD.

Output
* relative energy (zero: lowest compared OMol25 entry of this formula, charge and spin): 118.6 kJ/mol
* orbital gap: 11.25 eV

Geometry as ORCA input:
```
! wB97M-V def2-TZVPD RIJCOSX def2/J DEFGRID3
* xyz 1 1
C 0.9950 -1.8392 1.1138
C -0.7072 -0.9960 -0.5025
N 0.5573 -1.2779 -0.1558
N -0.9646 -0.5931 -1.7850
N -1.6512 -0.7324 0.3788
H 1.1210 -1.5659 -0.9548
H -0.4714 -0.8827 -2.6061
H -1.2627 0.3687 -1.7635
H -1.4821 -0.9902 1.3653
H -2.5922 -0.3924 0.2075
H 0.2319 -2.3758 1.7060
H 1.5342 -1.0841 1.7032
H 1.6342 -2.7143 1.1249
C 0.5397 2.6123 -0.3052
C 1.0610 2.3544 1.0977
H 0.6868 1.8984 -1.1048
H -0.5695 2.7197 -0.3394
H 0.8630 3.5868 -0.6078
H 2.1499 2.3611 1.2644
H 0.6016 1.3732 1.2746
H 0.6591 3.1881 1.7544
*
```



This record from OMol25 describes a cluster of 2 separate species, FHNO in total at a distorted geometry. The level of theory is ωB97M-V/def2-TZVPD.

Output
* relative energy (zero: lowest compared OMol25 entry of this formula, charge and spin): 300.9 kJ/mol
* orbital gap (alpha / beta): 8.51 / 8.51 eV

Geometry as ORCA input:
```
! wB97M-V def2-TZVPD RIJCOSX def2/J DEFGRID3
* xyz -1 1
N 0.2445 0.0946 -0.4013
O -1.3525 -0.8139 0.1369
F 0.4003 1.3811 0.2239
H 0.7077 -0.6619 0.0406
*
```



This record from OMol25 describes a structure of composition C25H27BIrN11S at a distorted geometry. The level of theory is ωB97M-V/def2-TZVPD.

Output
* expectation value of S²: 6.040
* orbital gap (alpha / beta): 7.68 / 4.34 eV

Geometry as ORCA input:
```
! wB97M-V def2-TZVPD RIJCOSX def2/J DEFGRID3
* xyz 4 5
Ir -0.1214 -0.2340 -0.6541
C -3.6139 1.5367 1.0481
C -2.3336 0.9715 1.1461
N -1.8590 0.5830 -0.0963
N -2.8537 0.9948 -0.9874
C -3.9016 1.5227 -0.3340
B -2.7001 0.6957 -2.4765
N -2.4431 -0.7476 -2.6919
C -3.2077 -1.7748 -3.0969
C -2.5300 -3.0040 -2.8620
C -1.3179 -2.6075 -2.2246
N -1.2652 -1.2374 -2.1696
N -1.3208 1.4286 -2.7650
C -0.9687 2.0337 -3.9235
C 0.3647 2.4379 -3.8807
C 0.8195 1.9510 -2.6104
N -0.2224 1.2536 -1.9753
N -3.7388 1.3048 -3.3781
C -3.9838 2.6793 -3.4780
C -5.2112 2.8689 -4.0174
C -5.7826 1.5704 -4.1297
N -4.8766 0.6296 -3.6753
H -4.1571 2.0086 1.8472
H -1.6531 0.8279 1.9987
H -4.6898 1.9344 -0.9629
H -4.0856 -1.4453 -3.5841
H -2.8339 -3.9644 -3.2380
H -0.4648 -3.2115 -1.9342
H -1.7379 1.9971 -4.6756
H 0.9658 2.8324 -4.6755
H 1.7421 2.2237 -2.1232
H -3.2097 3.3578 -3.2133
H -5.6560 3.8123 -4.2189
H -6.7838 1.2611 -4.4229
N -0.4589 -1.9776 3.4009
C 0.3037 -1.8244 2.3095
S -0.5578 -1.9839 0.8332
N 1.6264 -1.7786 2.4821
C 2.2741 -1.2987 3.6674
C 3.2253 -2.0658 4.2918
C 3.6525 -1.8646 5.6195
C 3.2619 -0.7216 6.2595
C 2.4103 0.1716 5.5505
C 1.7986 -0.1710 4.3923
H -1.4951 -1.9332 3.4079
H -0.0450 -2.3906 4.2582
H 2.2373 -1.8719 1.6768
H 3.5890 -2.9348 3.7578
H 4.1701 -2.5995 6.2843
H 3.5192 -0.3791 7.2619
H 2.1146 1.0988 5.9505
H 1.0549 0.5057 3.9765
N 1.8996 -0.7506 -1.0921
C 2.9924 -0.3191 -0.2381
C 3.9216 -1.2968 0.0747
C 5.1192 -0.9346 0.6371
C 5.2831 0.3804 1.1467
C 4.2143 1.2908 1.1368
C 3.1238 0.9686 0.2938
H 1.8340 -1.7701 -0.9562
H 2.0841 -0.5538 -2.0929
H 3.6972 -2.3625 -0.1233
H 5.9204 -1.6906 0.7011
H 6.2186 0.6408 1.7449
H 4.2922 2.2355 1.6797
H 2.3503 1.6903 0.1425
*
```